{
  "formula": "CH9N6",
  "method": "ωB97M-V with the def2-TZVPD basis set",
  "homo_lumo_gap_ev": 9.6,
  "charge": 1,
  "relative_energy_kj_mol": 157.4,
  "homo_ev": -13.264,
  "e_tot_ha": -371.7106,
  "species": ["H", "H", "H", "H", "H", "N", "N", "N", "H", "N", "H", "N", "H", "N", "C", "H"],
  "coordinates": [[1.373298, 1.312322, 1.654686], [-0.739763, 0.096614, 0.458126], [1.818899, -1.435691, -1.348012], [-0.085489, -2.339183, -0.542253], [-3.504219, 1.436041, -0.446222], [2.069767, -0.501262, -0.944499], [-2.075084, 1.049336, 0.715245], [1.801628, 0.858174, 0.831267], [2.761684, 1.185813, 0.603024], [-0.554004, -1.517527, -0.719730], [2.953850, -0.447181, -0.569532], [-2.593947, 1.073184, -0.398119], [-1.569538, -1.512443, -0.733989], [-0.029308, -0.545427, 0.124964], [1.173287, 0.034694, -0.096443], [-2.801061, 1.252536, 1.411488]],
  "forces_ev_per_angstrom": [[0.054, -0.629, -1.144], [-0.282, 0.318, 0.879], [0.384, 1.617, 0.223], [0.312, -2.538, 0.543], [-2.204, 0.528, 0.322], [-2.976, -1.683, -1.546], [-1.771, -0.147, 0.286], [-0.626, 0.528, -0.465], [-1.399, -0.295, 0.201], [-0.049, 2.086, -1.262], [2.502, -0.094, 0.331], [2.840, -0.503, -1.220], [0.506, -0.179, 0.155], [1.084, 1.763, -0.341], [1.223, -1.308, 2.291], [0.403, 0.536, 0.747]]
}